(1)
Below is a molecular structure, C10H27ClIN2O2P2Ti at a distorted geometry, with properties calculated with ωB97M-V/def2-TZVPD.

Output
relative energy (zero: lowest compared OMol25 entry of this formula, charge and spin)	198.9	kcal/mol
frontier orbital gap (alpha / beta)	3.755 / 4.068	eV
electronic energy	-2946.55356	hartree
E_LUMO (alpha / beta)	-7.81 / -7.52	eV
HOMO level (alpha / beta)	-11.6 / -11.6	eV
multiplicity	2
net charge	+2

Geometry as XYZ:
```
46
Properties=species:S:1:pos:R:3:forces:R:3:lowdin_charge:R:1
C -0.650857 0.105561 -2.089288 2.756 0.604 0.066 -0.034
C -1.133827 1.319319 -1.262139 -3.508 -2.587 -2.004 -0.486
H -1.271387 -0.383633 -2.824596 -1.107 0.475 0.200 0.090
H -0.200936 -0.713347 -1.516394 -0.162 0.278 0.523 0.060
H 0.210021 0.466383 -2.682174 -0.156 -0.189 0.156 0.070
O -2.364068 1.256089 -0.995673 3.629 0.660 0.035 -0.089
I -0.564194 3.069242 1.188160 4.862 -3.112 7.075 0.735
Ti 0.395917 -1.738604 2.474398 1.790 3.158 -1.994 0.572
P -0.165821 2.963790 -1.324583 -3.770 1.820 -0.508 0.614
C -1.822272 3.843892 -0.838318 -2.080 -0.053 -1.230 -0.407
C 1.463553 3.724097 -1.170208 1.339 -0.537 -0.172 -0.254
H 1.608355 4.486538 -1.943739 -0.459 0.011 0.250 0.069
H 0.023598 4.134015 -3.479644 -0.078 0.618 0.167 0.053
H 2.269025 3.003410 -1.399600 -0.442 -0.116 0.122 0.077
H 0.662617 2.548479 -3.623242 -0.029 -0.084 0.153 0.058
H -2.002954 3.779820 0.304320 -1.324 0.887 -3.887 -0.201
H 1.656972 4.077823 -0.179738 0.019 0.350 0.463 -0.008
C -0.152937 3.120508 -3.167845 -0.156 -1.061 -0.313 -0.215
H -1.887869 4.881227 -1.028993 0.229 1.240 -0.914 0.040
H -1.077617 2.790816 -3.631825 -0.198 -0.084 0.005 0.062
H -2.678813 3.275367 -1.269603 0.771 0.873 -0.443 0.059
P 0.561880 -3.487806 1.000927 -2.134 1.611 0.556 0.808
C -0.968717 -3.778553 2.124002 0.944 -0.926 -0.782 -0.184
C 0.436557 -4.281636 -0.581775 0.523 -1.639 -0.759 -0.208
H 2.941053 -3.409011 1.493823 -0.812 0.024 0.120 0.095
H 2.147483 -4.713815 2.361050 0.000 0.586 0.456 0.086
H 2.146361 -3.002732 2.991454 -0.527 -0.488 -0.496 0.062
C 2.016316 -3.653398 2.071463 1.558 -1.841 -0.258 -0.275
H 1.286094 -3.949569 -1.190286 -0.054 -0.052 0.114 0.073
H 0.538746 -5.388382 -0.427090 -0.067 0.854 -0.233 0.089
H -0.884920 -4.820851 2.440696 -0.268 0.296 0.704 0.077
H -1.961761 -3.631994 1.649394 0.867 0.211 0.042 0.097
H -0.480071 -4.112896 -1.186283 0.349 0.283 0.894 0.091
H -0.875962 -3.080251 3.000100 -0.907 -1.336 0.192 0.018
Cl 1.734930 -0.368730 1.287973 0.100 -0.747 0.918 0.154
C -1.563374 0.362579 4.453225 -0.861 -0.777 0.438 -0.028
N -2.505183 0.369321 3.314485 1.321 0.159 1.119 0.061
C -2.136484 -0.101349 2.139033 -3.385 0.845 -0.379 -0.596
N -3.075663 -0.095550 1.180736 1.155 -0.637 -0.929 0.232
O -1.027794 -0.654092 1.979861 0.760 -0.740 -0.041 -0.212
H -0.497700 0.616488 4.235000 -1.046 0.047 -0.260 0.099
H -1.654671 -0.647768 4.942142 0.359 0.904 -0.129 0.104
H -1.997157 1.108232 5.122631 0.573 -0.179 0.275 0.106
H -3.447887 0.706182 3.504539 0.560 0.015 -0.390 0.176
H -2.882314 0.075407 0.172094 0.340 -0.307 0.815 0.100
H -3.920888 0.317517 1.455165 -1.277 0.679 0.263 0.110
```
Forces are in eV/Å.

***

(2)
Below is 7 unconnected molecules or ions with the total composition C10H27N8O14 at a distorted geometry, with properties calculated with ωB97M-V/def2-TZVPD.

Output
frontier orbital gap	7.811	eV
electronic energy	-1887.78575	hartree
E_LUMO	-4.62	eV
HOMO level	-12.4	eV
net charge	+1

Geometry as XYZ:
```
59
Properties=species:S:1:pos:R:3:forces:R:3:lowdin_charge:R:1
N 2.181291 2.613667 -1.691983 -1.218 -0.028 0.622 0.137
C 1.006977 2.592170 -2.568700 0.981 -0.410 2.160 -0.487
O 1.471965 2.502215 -3.893842 -1.384 0.537 0.420 0.054
C 0.076946 3.801556 -2.165347 -0.650 0.322 -1.255 0.138
N -1.186647 3.527579 -2.309623 1.920 -0.493 0.185 0.162
C -1.282527 2.151355 -2.865172 0.171 -1.066 -1.849 -0.042
C -0.020623 1.436369 -2.224974 -2.400 0.837 -0.459 -0.216
O -0.410580 1.324516 -0.848256 1.754 -0.557 -0.819 -0.044
H 2.487095 3.571939 -1.516188 0.282 -0.301 -0.296 0.100
H 1.927031 2.248907 -0.768815 0.269 -0.026 -0.212 0.087
H 1.793241 1.590810 -3.972354 0.203 0.268 -0.135 0.122
H 0.459088 4.758887 -1.752730 -0.468 -0.664 -0.385 0.175
H -1.992488 4.131189 -2.089839 0.351 -0.217 0.350 0.141
H -1.075246 2.282909 -3.957153 -0.166 -0.226 0.728 0.146
H -2.255322 1.617996 -2.834991 0.587 0.731 0.832 0.148
H 0.139000 0.445316 -2.711542 0.305 0.794 0.339 0.178
H 0.242128 0.740697 -0.403725 -0.392 0.213 -0.103 0.096
C 3.621803 -1.644082 -1.385054 -0.254 0.070 -0.328 0.032
N 3.209201 -0.646959 -0.366424 0.345 -0.203 -0.316 -0.438
O 2.090180 -0.747478 0.107166 -0.561 0.322 0.036 0.031
O 4.012961 0.202538 -0.073119 -0.080 0.175 0.123 0.084
H 2.802702 -2.338855 -1.543952 0.041 0.058 0.127 0.099
H 3.852927 -1.100660 -2.299828 0.103 0.079 0.126 0.106
H 4.493189 -2.156967 -1.004758 0.077 0.188 -0.113 0.059
C 5.007909 -6.015309 -0.475159 0.151 -0.170 -0.170 0.049
N 4.895282 -4.535136 -0.535808 0.031 -0.517 0.058 -0.427
O 5.634258 -3.945605 -1.299822 -0.043 0.176 0.095 0.064
O 4.067264 -4.015977 0.188787 0.205 -0.053 -0.011 0.056
H 5.780168 -6.334401 -1.168556 -0.038 0.125 0.032 0.103
H 5.269815 -6.282669 0.543811 -0.182 0.024 -0.040 0.086
H 4.042318 -6.429790 -0.753780 0.007 0.017 0.212 0.108
C -1.479580 2.010593 1.761542 -0.169 -0.186 -0.010 0.034
N -1.870601 3.019335 2.778615 -0.035 -0.093 0.062 -0.448
O -2.978603 2.927847 3.263165 -0.097 0.051 0.048 0.065
O -1.049850 3.866868 3.050582 0.028 0.068 -0.031 0.077
H -2.305142 1.319812 1.617941 0.020 0.088 0.054 0.101
H -1.259290 2.543236 0.843182 0.067 0.005 0.147 0.070
H -0.600950 1.489747 2.136859 0.031 0.126 -0.045 0.108
C -6.120326 2.101985 3.838225 0.264 0.186 -0.112 0.027
N -7.602434 2.011244 3.863435 0.022 0.031 -0.017 -0.460
O -8.225471 2.854866 3.253008 -0.087 0.021 -0.046 0.062
O -8.084467 1.096791 4.493737 -0.040 -0.031 0.011 0.071
H -5.834573 2.961890 3.240797 -0.078 -0.047 0.058 0.083
H -5.779593 2.214856 4.864511 -0.011 -0.129 -0.050 0.104
H -5.742867 1.182524 3.397439 -0.029 -0.013 0.155 0.098
C -5.570339 5.556766 -2.196420 -0.165 0.349 0.125 0.066
N -4.525095 4.603962 -1.740657 -0.498 0.186 -0.013 -0.442
O -3.657338 5.026403 -0.994561 0.449 -0.177 -0.243 0.047
O -4.602639 3.464185 -2.141852 0.336 -0.036 -0.042 0.076
H -5.369481 6.529588 -1.758068 0.058 -0.120 0.025 0.103
H -5.519924 5.602354 -3.281953 -0.068 -0.141 0.050 0.109
H -6.531559 5.172235 -1.862567 0.052 -0.072 -0.120 0.113
C 4.961304 -9.280272 3.362373 0.025 -0.121 0.303 0.049
N 4.187798 -8.609426 2.286338 -0.100 -0.072 0.229 -0.446
O 3.087126 -8.191605 2.564040 -0.031 0.075 -0.134 0.084
O 4.718272 -8.526996 1.195575 0.037 -0.005 -0.071 0.038
H 4.366492 -9.279466 4.270579 -0.027 0.047 -0.120 0.098
H 5.165325 -10.296651 3.033777 0.095 0.102 -0.055 0.104
H 5.882501 -8.719398 3.502088 0.006 -0.101 -0.110 0.102
```
Forces are in eV/Å.